Molecular formula: C33H43AsFN3OScSi
Method: DFT, ωB97M-V/def2-TZVPD

The charge is +1. For the energy above the lowest of the compared OMol25 structures with the same formula, charge and spin, the calculation gives 63.7 kJ/mol. The calculation puts the highest occupied orbital energy at -10.37 eV.

Element x y z (Å)
Sc1 -0.640 0.412 -0.747
N1 0.076 -1.552 -2.282
C1 0.035 -0.993 -3.640
C2 0.926 0.225 -3.668
N2 0.407 1.214 -2.699
H1 0.902 -2.132 -2.171
H2 -0.722 -2.157 -2.114
H3 -0.996 -0.716 -3.865
H4 0.356 -1.711 -4.399
H5 0.983 0.649 -4.673
H6 1.940 -0.046 -3.364
H7 -0.394 1.685 -3.112
H8 1.080 1.956 -2.538
C3 -1.546 3.746 -2.352
Si1 -1.266 3.865 -0.509
C4 -2.865 4.346 0.312
C5 0.010 5.210 -0.280
N3 -0.750 2.310 0.117
C6 -0.752 2.186 1.525
C7 -0.401 3.193 2.439
C8 -0.492 3.009 3.811
C9 -0.930 1.806 4.349
C10 -1.260 0.771 3.488
C11 -1.134 1.005 2.145
F1 -1.449 -0.053 1.272
H9 -2.094 4.642 -2.654
H10 -2.160 2.897 -2.662
H11 -0.611 3.761 -2.917
H12 -3.428 5.039 -0.318
H13 -2.694 4.842 1.269
H14 -3.495 3.473 0.499
H15 -0.091 5.943 -1.085
H16 1.030 4.821 -0.314
H17 -0.113 5.751 0.659
H18 -0.054 4.139 2.054
H19 -0.218 3.824 4.468
H20 -1.007 1.669 5.418
H21 -1.598 -0.193 3.842
C12 1.846 -1.519 5.274
C13 2.798 -0.816 4.552
C14 2.678 -0.692 3.173
C15 1.595 -1.264 2.522
C16 0.636 -1.964 3.245
C17 0.766 -2.098 4.619
As1 1.388 -1.111 0.602
C18 3.193 -1.105 -0.043
C19 4.055 -0.023 -0.126
C20 5.341 -0.227 -0.613
C21 5.738 -1.496 -1.019
C22 4.864 -2.571 -0.950
C23 3.576 -2.383 -0.460
C24 2.527 -3.425 -0.357
C25 2.669 -4.759 -0.728
C26 1.592 -5.624 -0.612
C27 0.367 -5.172 -0.133
C28 0.213 -3.843 0.242
C29 1.296 -2.985 0.136
H22 1.947 -1.621 6.346
H23 3.642 -0.368 5.059
H24 3.438 -0.151 2.622
H25 -0.214 -2.418 2.749
H26 0.026 -2.654 5.179
H27 3.745 0.966 0.190
H28 6.032 0.603 -0.678
H29 6.739 -1.649 -1.397
H30 5.190 -3.550 -1.278
H31 3.614 -5.126 -1.107
H32 1.707 -6.660 -0.900
H33 -0.467 -5.856 -0.053
H34 -0.747 -3.496 0.608
C30 -4.007 -1.506 -2.327
C31 -3.646 -0.254 -1.545
C32 -4.130 0.995 -2.262
C33 -4.215 -0.310 -0.136
O1 -2.215 -0.196 -1.455
H35 -5.089 -1.636 -2.384
H36 -3.590 -2.392 -1.844
H37 -3.622 -1.453 -3.347
H38 -5.214 0.975 -2.387
H39 -3.679 1.073 -3.254
H40 -3.876 1.889 -1.688
H41 -5.306 -0.311 -0.170
H42 -3.897 0.559 0.444
H43 -3.892 -1.211 0.387

Forces on atoms 1 to 2 (eV/Å):
0.6 0.0 -0.5
0.0 0.1 0.1

Atomic partial charges in e from the Mulliken method, atoms 1 to 8:
1. Sc -0.4739
2. N -0.2536
3. C -0.5069
4. C -0.8462
5. N -0.1427
6. H 0.2103
7. H 0.1358
8. H 0.0761



Molecular formula: C33H43BBrCl4GaNO4Sb
Method: DFT, ωB97M-V/def2-TZVPD

For the energy above the lowest of the compared OMol25 structures with the same formula, charge and spin, the calculation gives 0.0 kJ/mol. The calculation puts the highest occupied orbital energy at -7.47 eV.

Element x y z (Å)
Ga1 -0.673 -0.544 -1.997
Cl1 -7.040 0.824 -3.351
C1 -5.320 0.709 -3.430
C2 -4.612 1.423 -4.392
Cl2 -5.439 2.437 -5.519
C3 -3.214 1.328 -4.437
Cl3 -2.276 2.214 -5.589
C4 -2.539 0.531 -3.532
O1 -1.208 0.428 -3.506
C5 -3.252 -0.200 -2.556
O2 -2.527 -0.931 -1.719
C6 -4.635 -0.104 -2.514
Cl4 -5.463 -0.982 -1.280
C7 0.341 -5.445 4.579
C8 1.732 -5.113 4.016
C9 2.360 -3.987 4.849
C10 2.610 -6.357 4.149
C11 1.600 -4.650 2.561
C12 2.271 -5.280 1.512
C13 2.162 -4.854 0.184
C14 1.359 -3.770 -0.052
O3 1.081 -3.123 -1.247
B1 0.217 -2.077 -0.924
O4 -0.032 -2.077 0.455
C15 0.689 -3.137 0.972
C16 0.784 -3.545 2.277
H1 0.430 -5.830 5.598
H2 -0.153 -6.204 3.967
H3 -0.305 -4.565 4.610
H4 2.467 -4.302 5.891
H5 1.745 -3.084 4.831
H6 3.351 -3.729 4.464
H7 2.645 -6.662 5.197
H8 3.636 -6.166 3.823
H9 2.212 -7.196 3.570
H10 2.903 -6.133 1.717
H11 2.689 -5.356 -0.619
H12 0.239 -3.016 3.053
Br1 2.650 2.583 -5.978
C17 2.669 1.340 -4.564
C18 3.859 0.943 -3.987
C19 3.808 0.028 -2.946
C20 2.575 -0.429 -2.518
N1 1.427 -0.026 -3.071
C21 1.470 0.833 -4.096
H13 4.801 1.337 -4.343
H14 4.714 -0.322 -2.469
H15 2.499 -1.144 -1.708
H16 0.521 1.112 -4.534
C22 1.527 0.694 1.630
C23 1.301 2.041 0.936
C24 1.313 3.164 1.972
C25 2.415 2.281 -0.086
Sb1 -0.548 1.813 -0.235
C26 -2.205 1.593 1.213
C27 -2.225 0.108 1.584
C28 -2.040 2.442 2.467
C29 -3.521 1.944 0.522
C30 -0.751 3.729 -1.300
C31 0.113 3.571 -2.554
C32 -0.286 4.923 -0.476
C33 -2.204 3.932 -1.734
H17 2.482 0.725 2.174
H18 1.574 -0.134 0.917
H19 0.741 0.465 2.356
H20 2.297 3.164 2.465
H21 0.564 3.031 2.748
H22 1.172 4.149 1.529
H23 3.388 2.225 0.421
H24 2.343 3.269 -0.547
H25 2.414 1.533 -0.883
H26 -1.299 -0.215 2.068
H27 -2.395 -0.530 0.715
H28 -3.052 -0.064 2.287
H29 -1.206 2.102 3.081
H30 -2.949 2.345 3.077
H31 -1.903 3.504 2.244
H32 -3.616 1.500 -0.470
H33 -3.663 3.020 0.434
H34 -4.347 1.551 1.129
H35 1.157 3.336 -2.328
H36 0.099 4.513 -3.122
H37 -0.291 2.791 -3.201
H38 0.792 4.906 -0.298
H39 -0.797 4.991 0.488
H40 -0.509 5.843 -1.036
H41 -2.651 3.034 -2.165
H42 -2.229 4.710 -2.509
H43 -2.832 4.272 -0.910

Forces on atoms 1 to 2 (eV/Å):
0.3 0.1 0.1
0.0 0.0 0.0

Atomic partial charges in e from the Mulliken method, atoms 1 to 8:
1. Ga 0.3167
2. Cl -0.2087
3. C 0.3802
4. C 0.3187
5. Cl -0.2089
6. C 0.7945
7. Cl -0.1891
8. C -0.4971



Molecular formula: C33H43Cl2MnN2OP3S
Method: DFT, ωB97M-V/def2-TZVPD

Its spin multiplicity is 4. The charge is +2. The calculation puts the highest occupied orbital energy (spin up / spin down) at -12.54 / -12.66 eV. As for the expectation value of S²: 4.20.

Element x y z (Å)
P1 1.080 1.046 -2.640
C1 2.799 1.213 -3.199
C2 3.198 0.576 -4.388
H1 2.535 -0.154 -4.858
C3 4.417 0.894 -4.987
H2 4.675 0.422 -5.930
C4 5.288 1.809 -4.391
H3 6.243 2.048 -4.868
C5 4.908 2.409 -3.185
H4 5.580 3.127 -2.722
C6 3.680 2.115 -2.576
H5 3.400 2.596 -1.637
C7 0.404 -0.339 -3.589
C8 0.737 -1.645 -3.201
H6 1.269 -1.823 -2.261
C9 0.382 -2.715 -4.034
H7 0.663 -3.728 -3.748
C10 -0.318 -2.496 -5.219
H8 -0.595 -3.331 -5.865
C11 -0.663 -1.191 -5.586
H9 -1.205 -1.001 -6.508
C12 -0.318 -0.110 -4.773
H10 -0.603 0.909 -5.048
C13 0.264 2.539 -3.255
C14 0.864 3.270 -4.300
H11 1.890 3.046 -4.601
C15 0.142 4.269 -4.956
H12 0.609 4.790 -5.786
C16 -1.160 4.580 -4.548
H13 -1.721 5.352 -5.079
C17 -1.720 3.902 -3.461
H14 -2.731 4.148 -3.142
C18 -1.006 2.904 -2.782
H15 -1.426 2.425 -1.892
Mn1 -0.118 -0.512 3.842
C19 -1.447 -1.140 2.375
C20 -1.886 -1.296 1.114
H16 -2.203 -1.411 3.163
C21 -1.259 -0.824 -0.212
O1 -2.329 -0.123 -0.888
H17 -2.034 0.326 -1.706
C22 -0.087 0.048 -0.276
H18 -0.976 -1.729 -0.800
C23 0.819 0.727 -0.922
Cl1 -0.861 -1.934 5.419
Cl2 1.962 0.462 3.774
P2 1.246 -2.517 3.158
C24 2.291 -3.078 4.556
H19 1.645 -3.357 5.397
H20 2.946 -2.249 4.855
H21 2.890 -3.938 4.224
C25 0.287 -4.011 2.705
H22 -0.216 -3.825 1.744
H23 -0.464 -4.200 3.485
H24 0.977 -4.864 2.614
C26 2.456 -2.361 1.795
H25 3.140 -1.534 2.023
H26 1.918 -2.145 0.861
H27 3.012 -3.306 1.702
P3 -3.567 -2.054 0.954
C27 -4.247 -3.008 2.335
C28 -3.511 -3.226 -0.415
H28 -4.412 -2.370 3.214
H29 -3.594 -3.854 2.596
H30 -5.220 -3.407 2.003
H31 -3.096 -2.737 -1.301
H32 -4.534 -3.566 -0.621
H33 -2.894 -4.084 -0.121
C29 -4.834 -0.818 0.604
H34 -5.079 -0.274 1.525
H35 -5.732 -1.327 0.230
H36 -4.434 -0.136 -0.153
H37 1.588 1.234 -0.319
C30 0.121 1.286 6.802
N1 0.059 2.491 5.986
C31 0.612 3.712 6.336
C32 0.357 4.582 5.323
N2 -0.358 3.873 4.367
C33 -0.537 2.576 4.763
S1 -1.424 1.397 3.933
H38 -0.859 0.800 6.845
H39 0.842 0.577 6.377
H40 0.441 1.589 7.798
H41 1.127 3.833 7.273
H42 0.609 5.622 5.207
H43 -0.696 4.228 3.475

Forces on atoms 1 to 2 (eV/Å):
-0.1 -0.1 -2.2
0.5 -0.1 0.4

Atomic partial charges in e from the Mulliken method, atoms 1 to 8:
1. P 2.3199
2. C -0.0470
3. C 0.0209
4. H 0.2768
5. C -0.7326
6. H 0.4327
7. C -0.5243
8. H 0.4128



Molecular formula: C33H43Cl2N5P2Se2Ti
Method: DFT, ωB97M-V/def2-TZVPD

The calculation puts the highest occupied orbital energy at -7.11 eV.

Element x y z (Å)
Ti1 -0.177 0.190 0.681
Se1 -0.700 -0.522 3.186
P1 -0.883 -2.460 2.234
Se2 0.050 -2.472 0.289
C1 -2.629 -2.901 2.126
C2 -3.160 -3.451 0.966
C3 -4.498 -3.831 0.920
C4 -5.304 -3.667 2.035
C5 -4.774 -3.119 3.199
C6 -3.445 -2.735 3.246
C7 -0.130 -3.766 3.246
C8 -0.509 -5.096 3.058
C9 0.129 -6.106 3.762
C10 1.151 -5.797 4.652
C11 1.530 -4.476 4.839
C12 0.891 -3.460 4.139
H1 -2.525 -3.569 0.097
H2 -4.906 -4.250 0.009
H3 -6.346 -3.958 1.999
H4 -5.400 -2.981 4.071
H5 -3.043 -2.290 4.149
H6 -1.306 -5.345 2.367
H7 -0.171 -7.136 3.619
H8 1.648 -6.588 5.200
H9 2.322 -4.233 5.536
H10 1.177 -2.426 4.291
N1 1.179 0.528 -0.514
P2 2.499 1.301 -0.187
N2 3.085 1.209 1.361
C13 3.339 -0.140 1.908
C14 4.431 -0.069 2.983
C15 4.398 1.286 3.693
C16 2.961 1.782 3.768
C17 2.422 2.075 2.364
N3 2.323 2.917 -0.427
C18 1.075 3.521 -0.941
C19 1.405 4.771 -1.741
C20 2.088 5.841 -0.870
C21 2.830 5.190 0.302
C22 3.415 3.854 -0.134
N4 3.763 0.663 -1.053
C23 5.158 1.050 -0.834
C24 6.075 -0.145 -1.043
C25 5.876 -0.730 -2.435
C26 4.408 -1.076 -2.660
C27 3.514 0.127 -2.393
H11 3.628 -0.797 1.092
H12 2.416 -0.554 2.330
H13 5.417 -0.247 2.547
H14 4.257 -0.874 3.703
H15 4.996 2.015 3.137
H16 4.841 1.209 4.687
H17 2.890 2.694 4.363
H18 2.333 1.033 4.263
H19 2.612 3.115 2.102
H20 1.333 1.959 2.361
H21 0.411 3.769 -0.110
H22 0.555 2.789 -1.552
H23 0.483 5.158 -2.179
H24 2.057 4.495 -2.574
H25 1.353 6.555 -0.492
H26 2.793 6.412 -1.479
H27 2.135 5.004 1.127
H28 3.615 5.843 0.686
H29 4.062 3.427 0.632
H30 4.042 4.009 -1.022
H31 5.266 1.452 0.170
H32 5.437 1.845 -1.544
H33 5.832 -0.902 -0.288
H34 7.115 0.151 -0.885
H35 6.515 -1.601 -2.592
H36 6.178 0.020 -3.178
H37 4.108 -1.887 -1.989
H38 4.249 -1.424 -3.683
H39 2.466 -0.150 -2.465
H40 3.710 0.906 -3.146
Cl1 -2.208 -0.131 -0.820
C28 -2.918 1.479 -0.588
C29 -4.056 1.882 -1.245
C30 -4.513 3.172 -1.005
C31 -3.811 3.995 -0.129
C32 -2.667 3.542 0.506
Cl2 -1.822 4.601 1.604
C33 -2.175 2.246 0.308
N5 -1.054 1.696 0.859
H41 -4.568 1.215 -1.924
H42 -5.405 3.533 -1.498
H43 -4.150 5.003 0.068

Forces on atoms 1 to 2 (eV/Å):
-0.3 0.5 -0.6
0.2 0.0 -0.1

Atomic partial charges in e from the Mulliken method, atoms 1 to 8:
1. Ti -0.1951
2. Se -0.3629
3. P 0.7995
4. Se -0.4900
5. C 0.4746
6. C -0.1150
7. C -0.7518
8. C -0.3914



Molecular formula: C33H43ClIN10O4P2PbS
Method: DFT, ωB97M-V/def2-TZVPD

The charge is +3. The calculation puts the highest occupied orbital energy at -15.16 eV.

Element x y z (Å)
Pb1 0.318 0.458 -0.545
C1 -2.438 -0.012 5.040
N1 -1.236 -0.126 4.207
C2 -0.110 -0.759 4.904
P1 -1.356 -0.480 2.598
O1 -0.070 -0.208 1.895
O2 -2.510 0.571 2.180
P2 -3.138 0.732 0.697
O3 -2.176 0.304 -0.363
N2 -4.483 -0.198 0.681
C3 -4.838 -1.001 -0.488
C4 -5.604 0.179 1.542
N3 -3.426 2.361 0.670
C5 -4.363 2.785 -0.376
C6 -3.444 3.218 1.856
N4 -1.960 -1.952 2.161
C7 -3.213 -2.427 2.752
C8 -1.016 -3.033 1.861
H1 -2.195 0.587 5.918
H2 -2.793 -0.986 5.391
H3 -3.232 0.487 4.490
H4 -0.383 -1.730 5.328
H5 0.212 -0.113 5.721
H6 0.719 -0.890 4.210
H7 -3.946 -1.198 -1.076
H8 -5.582 -0.498 -1.111
H9 -5.258 -1.953 -0.156
H10 -5.243 0.736 2.408
H11 -6.101 -0.724 1.899
H12 -6.345 0.782 1.011
H13 -5.370 2.933 0.023
H14 -4.402 2.040 -1.173
H15 -4.027 3.730 -0.806
H16 -2.748 2.837 2.598
H17 -4.440 3.288 2.303
H18 -3.131 4.221 1.562
H19 -3.039 -3.009 3.662
H20 -3.716 -3.071 2.029
H21 -3.864 -1.587 2.984
H22 -0.100 -2.623 1.444
H23 -1.474 -3.701 1.130
H24 -0.771 -3.620 2.752
Cl1 -0.935 -4.876 -5.801
C9 -0.091 -4.050 -4.563
C10 0.366 -4.738 -3.472
C11 1.155 -4.099 -2.504
I1 1.935 -5.147 -0.873
C12 1.415 -2.757 -2.601
O4 2.296 -2.190 -1.655
C13 0.814 -1.985 -3.630
N5 0.929 -0.629 -3.586
C14 0.459 0.071 -4.601
C15 -0.148 -0.505 -5.723
C16 -0.339 -1.861 -5.750
C17 0.116 -2.648 -4.672
H25 0.153 -5.794 -3.376
H26 0.568 1.147 -4.529
H27 -0.471 0.121 -6.542
H28 -0.832 -2.336 -6.587
N6 4.984 -0.077 0.267
C18 5.575 -1.026 -0.576
C19 6.902 -1.391 -0.371
C20 7.487 -2.337 -1.191
C21 6.748 -2.971 -2.188
C22 5.432 -2.609 -2.399
C23 4.853 -1.623 -1.605
S1 3.279 -0.967 -2.073
N7 2.949 0.067 -0.855
C24 3.732 0.348 0.162
C25 3.173 1.212 1.240
C26 3.916 1.560 2.360
C27 3.340 2.370 3.330
C28 2.041 2.806 3.150
C29 1.361 2.399 2.011
N8 1.906 1.624 1.082
H29 5.556 0.233 1.037
H30 7.472 -0.934 0.429
H31 8.532 -2.584 -1.057
H32 7.206 -3.728 -2.808
H33 4.849 -3.093 -3.174
H34 4.930 1.217 2.514
H35 3.902 2.651 4.209
H36 1.561 3.450 3.873
H37 0.334 2.701 1.835
C30 1.978 4.062 -1.129
C31 0.618 3.766 -1.652
N9 -0.075 2.641 -1.507
C32 -1.282 2.823 -2.161
C33 -1.312 4.067 -2.698
N10 -0.108 4.643 -2.367
H38 2.581 3.156 -1.107
H39 1.919 4.462 -0.115
H40 2.471 4.807 -1.751
H41 -2.028 2.047 -2.180
H42 -2.063 4.577 -3.275
H43 0.179 5.579 -2.609

Forces on atoms 1 to 2 (eV/Å):
-0.6 -0.6 0.0
0.0 0.0 0.1

Atomic partial charges in e from the Mulliken method, atoms 1 to 8:
1. Pb 1.6785
2. C -0.8353
3. N 0.2758
4. C -0.9492
5. P -0.5660
6. O -0.3761
7. O 0.3789
8. P -0.0230



Number 1: maximum force 1.06 eV/Å. Number 2: maximum force 0.48 eV/Å. Number 3: maximum force 2.27 eV/Å. Number 4: maximum force 1.20 eV/Å. Number 5: maximum force 0.83 eV/Å.